1.
{
  "formula": "C4H10ClN",
  "method": "ωB97M-V/def2-TZVPD",
  "symbols": ["Cl", "N", "C", "C", "C", "C", "H", "H", "H", "H", "H", "H", "H", "H", "H", "H"],
  "positions_angstrom": [[2.1502, -0.7724, -0.0037], [0.4213, 0.6545, 1.4702], [0.6260, 0.3073, 0.1191], [0.8605, 1.6116, -0.6809], [-0.4538, -0.4125, -0.5890], [-0.8051, -1.7716, 0.0128], [-0.1596, -0.4726, -1.6866], [-1.3665, 0.2066, -0.6800], [1.6651, 2.1850, -0.0326], [-0.2003, 1.9917, -0.6567], [-1.3426, -1.5657, 0.9592], [-1.6305, -2.3086, -0.6441], [0.3073, -0.1033, 2.1001], [1.1036, 1.4999, -1.6778], [1.1935, 1.1831, 1.6430], [0.0456, -2.3667, 0.2893]],
  "molar_mass_g_mol": 107.58,
  "orbital_gap_ev": 10.820,
  "smiles": "CC[C@@](C)(N)Cl",
  "e_homo_ev": -9.840
}

***

2.
{
  "formula": "C4H10ClN",
  "method": "ωB97M-V/def2-TZVPD",
  "symbols": ["Cl", "N", "C", "C", "C", "C", "H", "H", "H", "H", "H", "H", "H", "H", "H", "H"],
  "positions_angstrom": [[1.9945, -1.3134, 0.4322], [-1.0291, -1.4902, -0.5554], [1.4738, 1.2905, -0.2129], [-0.4541, -0.1972, -0.1221], [1.0342, -0.2088, -0.3309], [-1.2057, -0.0848, 1.2559], [2.4902, 1.6694, -0.6486], [0.9493, -0.5614, -1.4994], [-0.8746, 0.4376, -0.9161], [-1.1638, -1.0989, 1.9916], [-2.0915, -1.0756, -1.0086], [-0.4013, -1.5692, -1.5372], [-2.4689, 0.3402, 0.5911], [0.5618, 2.0903, -0.3067], [-0.5579, 0.7417, 1.7936], [1.7430, 1.0301, 1.0735]],
  "molar_mass_g_mol": 107.58,
  "orbital_gap_ev": 10.205,
  "e_homo_ev": -9.764
}

***

In terms of stability, 1 leads; the second structure lies 128.8 kcal/mol higher.

***

1.
{
  "formula": "CH4FNO",
  "method": "ωB97M-V/def2-TZVPD",
  "symbols": ["F", "O", "N", "C", "H", "H", "H", "H"],
  "positions_angstrom": [[1.4407, -0.1858, -1.8786], [0.8672, -0.3057, 0.0784], [0.4775, -0.7415, -1.1214], [-0.1361, 0.1705, 0.9558], [-0.8284, -0.5319, 1.4038], [0.3054, 0.8087, 1.7527], [-0.8988, 0.5579, -0.0579], [-1.2275, 0.2278, -1.1327]],
  "molar_mass_g_mol": 65.05,
  "orbital_gap_ev": [8.888, 8.939],
  "e_homo_ev": [-9.622, -9.254]
}

***

2.
{
  "formula": "CH4FNO",
  "method": "ωB97M-V/def2-TZVPD",
  "symbols": ["F", "O", "N", "C", "H", "H", "H", "H"],
  "positions_angstrom": [[2.9453, 0.0334, -0.3968], [0.8225, 0.7108, -0.3227], [1.7361, -0.0436, 0.2631], [-0.4421, 0.4150, -0.0190], [-1.0398, 0.6565, -1.0235], [-0.9313, 1.1140, 0.7512], [1.1629, -1.5978, -0.4238], [-0.5968, -0.5831, 0.2704]],
  "molar_mass_g_mol": 65.05,
  "orbital_gap_ev": [9.106, 9.352],
  "e_homo_ev": [-9.393, -9.465]
}

***

In terms of stability, 2 leads; the second structure lies 9.7 kcal/mol higher.

***

1.
{
  "formula": "CH3ClO3S",
  "method": "ωB97M-V/def2-TZVPD",
  "symbols": ["Cl", "S", "O", "O", "O", "C", "H", "H", "H"],
  "positions_angstrom": [[-2.5934, -0.7666, -0.0733], [-1.0471, 0.4516, -0.2434], [-1.1764, 1.1983, -1.4268], [-0.9445, 1.1135, 1.0388], [0.0038, -0.7590, -0.3371], [1.2744, -0.3302, 0.1355], [1.1075, -0.2385, 1.3210], [1.9296, -1.2705, 0.0372], [1.4461, 0.6014, -0.4521]],
  "molar_mass_g_mol": 130.55,
  "orbital_gap_ev": 12.203,
  "smiles": "COS(=O)(=O)Cl",
  "e_homo_ev": -11.662
}

***

2.
{
  "formula": "CH3ClO3S",
  "method": "ωB97M-V/def2-TZVPD",
  "symbols": ["Cl", "S", "O", "O", "O", "C", "H", "H", "H"],
  "positions_angstrom": [[-0.1202, -2.2748, -3.1466], [0.1315, -0.6089, -1.6641], [1.5253, -0.5200, -1.3909], [-0.8680, 0.9185, 0.8463], [-0.5728, -1.3318, -0.3865], [-0.1891, 1.5441, 1.6065], [-0.5334, 2.6311, 1.7647], [-0.1060, -1.3874, 0.4563], [0.7327, 1.0291, 1.9145]],
  "molar_mass_g_mol": 130.55,
  "orbital_gap_ev": 10.159,
  "e_homo_ev": -10.427
}

***

In terms of stability, 1 leads; the second structure lies 7.2 kcal/mol higher.

***

1.
{
  "formula": "C3H7NO3",
  "method": "ωB97M-V/def2-TZVPD",
  "symbols": ["O", "O", "O", "N", "C", "C", "C", "H", "H", "H", "H", "H", "H", "H"],
  "positions_angstrom": [[-1.2786, -1.2831, 1.0813], [0.6198, -1.8483, -1.7008], [1.9397, -0.0340, -1.8837], [0.3994, -0.1196, -0.1354], [-1.2589, 1.6274, 1.4257], [1.3201, -0.8618, -0.9970], [-0.4855, -0.6084, 0.5635], [0.3182, -2.5471, -1.1101], [1.2866, 0.2714, -2.5298], [-2.2109, 1.3289, 1.0035], [-1.2892, 2.7080, 1.5672], [-1.0985, 1.1723, 2.3957], [2.1131, -1.2908, -0.3662], [-0.3754, 1.4849, 0.6860]],
  "molar_mass_g_mol": 105.09,
  "orbital_gap_ev": 11.258,
  "smiles": "O=C=NC(O)O.C",
  "e_homo_ev": -10.705
}

***

2.
{
  "formula": "C3H7NO3",
  "method": "ωB97M-V/def2-TZVPD",
  "symbols": ["O", "O", "O", "N", "C", "C", "C", "H", "H", "H", "H", "H", "H", "H"],
  "positions_angstrom": [[0.0099, 0.9543, 1.5049], [-1.0740, -0.4850, -0.6054], [-0.9838, 2.0383, -0.2540], [-1.7925, -0.9955, 0.4689], [0.7362, 0.3329, -0.5784], [1.6228, -0.7648, -0.1487], [-0.2006, 1.0423, 0.2756], [-1.1671, -1.1887, 1.2536], [1.4103, -1.6861, -0.7093], [-2.4761, -0.2948, 0.7620], [1.5329, -1.0152, 0.9066], [1.1143, 0.9340, -1.4082], [2.6736, -0.5851, -0.4019], [-1.4059, 1.7135, -1.0658]],
  "molar_mass_g_mol": 105.09,
  "orbital_gap_ev": [8.014, 8.008],
  "e_homo_ev": [-8.891, -8.887]
}

***

3.
{
  "formula": "C3H7NO3",
  "method": "ωB97M-V/def2-TZVPD",
  "symbols": ["O", "O", "O", "N", "C", "C", "C", "H", "H", "H", "H", "H", "H", "H"],
  "positions_angstrom": [[-0.6979, 0.6689, 1.7262], [2.1426, -0.4416, -1.9537], [-2.7215, -0.1705, -0.0013], [0.3548, 0.1028, -0.6774], [0.9937, -0.0493, -1.8582], [1.1115, -0.2596, 0.5201], [0.4355, 0.2636, 1.7573], [0.9839, 0.2153, 2.7084], [0.5100, 0.2641, -2.7872], [2.1157, 0.1098, 0.3312], [-0.6455, -0.0505, -0.6814], [-2.2017, 0.3958, 0.5551], [1.1203, -1.3514, 0.6209], [-3.5014, 0.3028, -0.2599]],
  "molar_mass_g_mol": 105.09,
  "orbital_gap_ev": 10.663,
  "smiles": "O=CCNC=O.O",
  "e_homo_ev": -9.986
}

***

4.
{
  "formula": "C3H7NO3",
  "method": "ωB97M-V/def2-TZVPD",
  "symbols": ["O", "O", "O", "N", "C", "C", "C", "H", "H", "H", "H", "H", "H", "H"],
  "positions_angstrom": [[2.6613, -0.9540, 0.1286], [0.7927, 0.2121, -0.5551], [-2.7245, -0.3693, -0.3062], [-1.3988, 1.3011, 0.4730], [-1.6417, 0.1739, -0.2319], [-0.4273, -0.4057, -0.9567], [1.7654, -0.5513, 0.9264], [1.9045, 0.3732, 1.5071], [-0.4072, -1.4852, -0.7724], [1.7200, -0.3062, -0.8818], [-2.1618, 1.7484, 0.9536], [-0.5763, -0.2423, -2.0282], [0.9857, -1.2314, 1.3005], [-0.4920, 1.7367, 0.4431]],
  "molar_mass_g_mol": 105.09,
  "orbital_gap_ev": 10.864,
  "smiles": "NC(=O)CO.C=O",
  "e_homo_ev": -10.190
}

***

In terms of stability, 3 leads; the second structure lies 18.3 kcal/mol higher.